Record 1
Entry from the OMol25 dataset: C18H29N2O2P2PdS as an isolated structure (the ωB97M-V functional and the def2-TZVPD basis).

The geometry in XYZ format:
```
55
Properties=species:S:1:pos:R:3:lowdin_spin:R:1
C 0.0009 -3.4136 -2.7408 0.1499
C -0.0885 -2.0879 -2.1944 0.0312
N 0.4616 -1.8470 -0.9467 0.2187
C 1.0509 -2.7840 -0.2256 0.0235
C 1.2266 -4.0638 -0.7679 0.1630
C 0.7058 -4.3673 -2.0277 -0.0078
C -0.5361 -1.0237 -2.9526 0.4633
P -0.5044 0.6740 -2.3580 0.1965
Pd 0.4759 0.3272 -0.3416 1.1166
P 0.8416 -1.3064 2.1517 0.2979
C 1.7556 -2.3917 1.0620 0.0287
C -0.4228 1.9672 0.7196 0.3140
C -0.2096 3.1526 0.0449 0.0631
C -0.6049 4.3708 0.6606 0.0140
C -1.2382 4.3508 1.9133 0.0185
C -1.4797 3.1428 2.5428 0.0127
C -1.0614 1.9288 1.9590 0.0578
O -4.3363 -1.9055 -1.7048 0.0012
O -2.8924 -0.6051 1.2856 0.0216
H -0.4900 -3.6004 -3.6764 0.0060
H 1.8183 -4.7781 -0.1864 0.0090
H 0.7958 -5.3788 -2.4252 -0.0034
C 0.6269 1.5492 -3.5185 0.0525
C -2.0853 1.4875 -2.4970 0.0315
H 1.9845 -3.2973 1.6470 0.0079
H 2.7002 -1.8724 0.7914 -0.0008
H -5.3015 -1.6020 -1.8570 0.0000
H -1.0564 -1.2447 -3.9383 0.0196
C 1.6969 0.0000 3.0262 0.0408
C -0.2154 -2.3268 3.2143 0.0306
H 0.2971 3.1720 -0.8982 0.0069
H -0.3836 5.3046 0.1549 0.0019
H -1.5187 5.2962 2.3921 0.0012
H -1.9828 3.1106 3.5150 0.0023
H -1.2300 0.9825 2.4683 0.0044
H -0.5721 -0.3292 0.6303 0.1318
H -3.0255 0.3027 0.8981 0.0007
H -2.8790 -1.1307 0.4652 0.0015
H -4.4443 -2.8388 -1.4377 0.0000
H -0.3486 -0.6670 1.3183 0.1043
H 0.1918 1.5533 -4.5367 0.0080
H 0.7499 2.5861 -3.1959 0.0033
H 1.6154 1.0605 -3.4935 0.0008
H -2.5074 1.4475 -3.5112 0.0053
H -2.7859 1.0211 -1.7928 -0.0001
H -1.9306 2.5299 -2.2112 0.0023
H 0.4526 -2.9185 3.8687 0.0107
H -0.8609 -1.6464 3.8135 0.0007
H -0.8193 -3.0143 2.5814 0.0013
H 2.1125 -0.4721 3.9239 0.0123
H 2.5205 0.3753 2.3996 0.0010
H 1.0100 0.8197 3.2900 0.0044
S 2.8159 0.4227 -0.6794 0.1861
C 3.0281 1.9219 0.0172 0.0355
N 3.2576 2.9728 0.5237 0.0952
```

Computed properties:
E_LUMO (alpha / beta) in eV: -2.7896 / -5.2590
2S+1: 5
HOMO-LUMO gap (alpha / beta) in eV: 6.25 / 5.84
HOMO energy (alpha / beta) in eV: -9.04 / -11.10
Net charge: +1


Record 2
Entry from the OMol25 dataset: C18H29N2O2P2PdSe as an isolated structure (the ωB97M-V functional and the def2-TZVPD basis).

The geometry in XYZ format:
```
55
Properties=species:S:1:pos:R:3:nbo_charge:R:1
C -0.7743 2.8946 -2.5556 -0.2356
C -0.7987 1.9262 -1.5487 0.2882
N 0.2875 1.7565 -0.7779 -0.5387
C 1.4486 2.3620 -1.0604 0.2414
C 1.5481 3.2969 -2.0922 -0.2494
C 0.4020 3.5890 -2.8452 -0.1208
C -2.1322 1.2310 -1.3534 -0.7601
P -2.5161 -0.4825 -0.7873 0.9581
Pd 0.3118 0.7268 1.1477 0.6838
P 2.4646 0.4508 0.6905 1.0515
C 2.7130 1.9665 -0.3087 -0.7743
C 0.1788 -0.9760 2.1605 -0.1691
C -0.3394 -0.9838 3.5941 -0.4267
C -0.0826 -2.2988 4.2565 -0.1488
C 0.3144 -3.4082 3.5632 -0.2250
C 0.5163 -3.3719 2.1757 -0.2088
C 0.4061 -2.1489 1.4813 -0.2436
O -1.9782 -2.0725 -5.9740 -0.9419
O 0.7566 -0.3357 -2.9887 -0.9573
H -1.7012 2.9931 -3.1236 0.2346
H 2.5432 3.7106 -2.2656 0.2375
H 0.4243 4.3629 -3.6138 0.2423
C -2.7110 -0.1266 1.0110 -0.9607
C -4.3057 -0.6096 -1.1633 -0.9618
H 3.5122 1.8044 -1.0505 0.2517
H 3.0307 2.7865 0.3540 0.2692
H -2.6615 1.2574 -2.3018 0.2539
H -2.7244 1.8665 -0.6737 0.2606
C 3.5267 0.5090 2.1246 -0.9840
C 3.0339 -0.8494 -0.4232 -0.9698
H -1.4231 -0.7388 3.5302 0.2633
H -0.2408 -2.3153 5.3367 0.2280
H 0.4510 -4.3571 4.0911 0.2366
H 0.7520 -4.2774 1.6209 0.2209
H 0.5284 -2.0976 0.3949 0.2161
H -2.1764 -1.6145 -1.6902 -0.1033
H 0.6723 -1.1004 -3.6121 0.4948
H -2.8575 -2.4094 -5.8272 0.4714
H -2.0957 -1.3589 -6.6181 0.4700
H 1.5275 0.1751 -3.3805 0.4728
H -3.5965 0.5141 1.0906 0.2198
H -2.8670 -1.0301 1.6069 0.2416
H -1.8863 0.4601 1.4643 0.1853
H -4.8443 0.2132 -0.6611 0.2299
H -4.4516 -0.5856 -2.2504 0.2435
H -4.6175 -1.5809 -0.7552 0.2529
H 4.0645 -0.6305 -0.7445 0.2440
H 3.0153 -1.7953 0.1270 0.2588
H 2.3632 -0.9132 -1.2938 0.2788
H 4.2609 1.3088 1.9626 0.2535
H 2.9419 0.6793 3.0469 0.2978
H 4.0194 -0.4686 2.1679 0.2584
Se 0.0386 1.1962 5.9840 0.2033
C 0.3388 0.1260 4.3844 0.1637
N 1.3899 0.7742 4.3732 -0.3982
```

Computed properties:
E_LUMO (alpha / beta) in eV: -2.8721 / -5.0976
2S+1: 5
HOMO-LUMO gap (alpha / beta) in eV: 4.49 / 5.75
HOMO energy (alpha / beta) in eV: -7.36 / -10.85
Net charge: +1


Record 3
Entry from the OMol25 dataset: one molecule with the formula C18H29N3O3S (the ωB97M-V functional and the def2-TZVPD basis).

The geometry in XYZ format:
```
54
Properties=species:S:1:pos:R:3:nbo_charge:R:1
C -5.1986 -2.4080 -1.0802 -0.6245
H -4.6465 -2.1884 -1.9895 0.2282
H -5.4683 -3.4606 -1.0791 0.2131
H -6.1117 -1.8170 -1.0690 0.1961
C -4.3228 -2.0991 0.1318 -0.2094
N -3.9023 -0.7075 0.1971 -0.4599
C -2.8713 -0.3562 -0.6271 0.8020
O -2.3609 -1.1497 -1.3965 -0.6615
N -2.4706 0.9848 -0.5613 -0.4886
C -1.9771 1.5094 0.6998 -0.2092
H -2.5746 1.1287 1.5246 0.2136
H -2.0534 2.5999 0.6643 0.2060
C -0.5096 1.1161 0.9187 -0.2546
N 0.2743 1.5978 -0.1884 -0.6774
S 1.9170 1.7804 0.0487 2.3231
O 2.0589 2.4690 1.3009 -0.9475
O 2.4121 2.4763 -1.1038 -0.9428
C 2.6012 0.0931 0.1426 -0.2959
C 3.0091 -0.5608 -1.0243 0.0150
C 3.4756 -1.8683 -0.9333 -0.2239
C 3.5497 -2.5456 0.2718 0.0307
C 3.1441 -1.8737 1.4113 -0.2290
C 2.6697 -0.5657 1.3733 0.0212
C 2.2603 0.0187 2.6926 -0.6627
H 2.9181 -0.3548 3.4750 0.2180
H 1.2452 -0.2947 2.9381 0.2162
H 2.2980 1.1004 2.6828 0.2672
H 3.1952 -2.3748 2.3675 0.2071
C 4.0796 -3.9441 0.3377 -0.6305
H 3.7442 -4.4459 1.2416 0.2175
H 5.1696 -3.9250 0.3435 0.2262
H 3.7600 -4.5190 -0.5284 0.2211
H 3.7893 -2.3673 -1.8389 0.2083
C 2.9808 0.0276 -2.4028 -0.6612
H 3.0084 1.1095 -2.3809 0.2664
H 3.8324 -0.3403 -2.9719 0.2180
H 2.0758 -0.2906 -2.9207 0.2216
C -0.1593 1.0571 -1.4545 -0.2591
H 0.4600 1.5060 -2.2294 0.2352
C -1.6307 1.4224 -1.6657 -0.2168
H -1.9970 0.9550 -2.5799 0.2324
H -1.7311 2.5084 -1.7377 0.2015
H -0.0592 -0.0380 -1.4764 0.2041
H -0.1186 1.5838 1.8219 0.2399
H -0.4414 0.0182 1.0044 0.1813
C -4.8804 0.2379 0.6990 -0.2160
H -4.5820 1.2383 0.3847 0.2238
C -5.0475 0.1849 2.2177 -0.6139
H -5.4603 -0.7703 2.5318 0.2058
H -4.0981 0.3260 2.7282 0.2026
H -5.7295 0.9700 2.5330 0.2158
H -5.8501 0.0187 0.2358 0.1908
H -4.8528 -2.3354 1.0565 0.1900
H -3.4178 -2.7076 0.0779 0.2251
```

Computed properties:
E_LUMO in eV: 0.6863
HOMO-LUMO gap in eV: 9.55
SMILES string: CCN(CC)C(=O)N1CCN(S(=O)(=O)c2c(C)cc(C)cc2C)CC1
HOMO energy in eV: -8.87


Record 4
Entry from the OMol25 dataset: one molecule with the formula C18H29N3O4S (the ωB97M-V functional and the def2-TZVPD basis).

The geometry in XYZ format:
```
55
Properties=species:S:1:pos:R:3:nbo_charge:R:1
C -3.2484 -2.1506 -2.3948 -0.6179
C -3.3079 -3.1471 -1.2389 -0.4008
H -2.9077 -4.1070 -1.5688 0.2127
H -4.3457 -3.3104 -0.9335 0.1909
C -2.4868 -2.6978 -0.0315 -0.0508
N -2.9159 -1.3769 0.3994 -0.6029
C -2.0946 -0.5387 1.0420 0.7104
O -1.0031 -0.8719 1.4808 -0.6832
C -2.5956 0.8882 1.1877 -0.5108
H -3.6782 0.9440 1.0857 0.2208
H -2.2976 1.2598 2.1688 0.2320
C -1.9130 1.7354 0.1000 -0.0476
N -0.4660 1.5373 0.1334 -0.8694
S 0.0937 0.7785 -1.2557 2.3128
O -0.6548 -0.4271 -1.5145 -0.9702
O 0.0924 1.7561 -2.3033 -0.9437
C 1.7568 0.3631 -0.7794 -0.3857
C 1.9468 -0.6593 0.1327 -0.1225
C 3.2316 -0.9846 0.5188 -0.2576
C 4.3254 -0.2904 -0.0063 0.1830
C 4.1152 0.7385 -0.9244 -0.2594
C 2.8257 1.0601 -1.3067 -0.1401
H 2.6289 1.8472 -2.0167 0.2453
H 4.9591 1.2725 -1.3276 0.2637
N 5.5962 -0.6697 0.4231 -0.6063
C 6.8179 -0.1525 0.0784 0.6889
O 6.9815 0.7623 -0.6913 -0.5882
C 7.9537 -0.8654 0.7821 -0.7144
H 7.9497 -1.9235 0.5286 0.2277
H 7.8521 -0.7612 1.8604 0.2282
H 8.8966 -0.4270 0.4693 0.2453
H 5.6014 -1.4352 1.0838 0.3965
H 3.3941 -1.7805 1.2319 0.2082
H 1.0912 -1.1810 0.5327 0.2527
H -0.1947 0.9743 0.9325 0.4197
H -2.2561 1.3795 -0.8818 0.2137
C -2.2107 3.2457 0.1785 -0.2038
C -1.7567 3.8557 1.5016 -0.6196
H -0.7302 3.5663 1.7085 0.2205
H -1.8075 4.9404 1.4459 0.2153
H -2.3920 3.5312 2.3228 0.1946
C -3.6842 3.5433 -0.0843 -0.6122
H -4.0090 3.0851 -1.0156 0.2086
H -3.8370 4.6170 -0.1608 0.2165
H -4.3085 3.1721 0.7258 0.1957
H -1.6145 3.6905 -0.6246 0.2189
H -3.7747 -1.0253 0.0097 0.3973
C -2.6017 -3.6856 1.1298 -0.6089
H -3.6375 -3.7764 1.4512 0.1997
H -2.2414 -4.6648 0.8269 0.2077
H -2.0039 -3.3354 1.9667 0.2257
H -1.4345 -2.6017 -0.3244 0.2207
H -2.2392 -1.7606 -2.5008 0.2421
H -3.9156 -1.3069 -2.2293 0.1885
H -3.5447 -2.6295 -3.3248 0.2112
```

Computed properties:
E_LUMO in eV: 0.5771
HOMO-LUMO gap in eV: 9.55
SMILES string: CC[C@H](C)NC(=O)C[C@H](NS(=O)(=O)c1ccc(NC(C)=O)cc1)C(C)C
HOMO energy in eV: -8.97


Record 5
Entry from the OMol25 dataset: C18H29N5O3S as an isolated structure (the ωB97M-V functional and the def2-TZVPD basis).

The geometry in XYZ format:
```
56
Properties=species:S:1:pos:R:3:nbo_charge:R:1
C -0.7288 -2.5375 -0.0807 -0.6189
C -2.1620 -2.3044 -0.7062 -0.4195
C -2.1748 -1.4134 -2.0049 -0.3250
C -1.7210 0.1114 -1.6877 -0.3995
C -2.8245 0.9848 -0.9424 -0.4283
H -3.4425 1.1870 -1.7967 0.2461
C -2.2277 1.8391 -0.1253 -0.2128
N -1.5870 1.5722 0.8356 -0.3287
C -0.2370 1.7957 0.9238 0.1609
N 0.3577 1.0653 2.0462 -0.5140
C -0.7381 0.2644 2.3677 0.3584
C -1.8817 0.6433 1.7280 -0.0404
C -2.9878 0.0734 2.4042 0.5906
O -4.2287 -0.0564 1.7564 -0.7018
N -2.8443 -0.7930 3.3637 -0.6147
C -1.5337 -1.2723 4.0343 0.7875
O -1.5100 -1.9482 5.1309 -0.6213
N -0.4400 -0.5618 3.6162 -0.4091
C 0.5881 -0.7004 4.2480 -0.3551
H 1.4724 -1.3091 3.5104 0.1176
H 0.5907 -1.2429 5.0780 0.2569
H 1.2278 0.1057 4.4008 0.2259
H -3.6787 -1.5059 3.6469 0.4719
S 0.6833 2.6236 -0.1423 0.5612
C 2.1140 2.7328 0.3915 -0.7123
H 2.8162 3.3347 0.0804 0.2633
C 2.9632 1.2277 0.3250 -0.2388
N 2.3314 0.7166 -1.2200 -0.4315
C 3.2851 1.3943 -2.2183 -0.2998
C 2.6529 0.9628 -3.4891 -0.0269
H 3.0606 1.5201 -4.4273 0.1658
O 2.7735 -0.2304 -3.7517 -0.5193
C 2.0916 -1.1095 -2.7114 -0.0274
C 2.7627 -0.6162 -1.2681 -0.2621
H 2.1885 -1.1997 -0.5416 0.1882
H 3.5856 -1.0638 -1.3696 0.1778
H 2.2248 -1.9781 -2.9029 0.1519
H 1.1350 -1.1185 -2.7374 0.1635
H 1.5423 1.2615 -3.6419 0.1402
H 3.0072 2.4334 -2.2394 0.1956
H 4.3181 1.1461 -2.0327 0.1941
H 4.0630 0.9474 0.2195 0.2113
H 2.4941 0.4711 0.8567 0.1990
H 2.4492 2.7516 1.6562 0.2750
H -3.3121 2.4453 0.2009 0.1737
H -1.9565 2.7083 -0.5577 0.2415
H -3.4044 0.0650 -0.3255 0.2391
H -1.4227 0.5948 -2.4782 0.1892
H -0.9296 0.1985 -1.1626 0.1720
H -1.1753 -1.8102 -2.8708 0.1460
H -3.0234 -1.4108 -2.6076 0.2001
H -2.8647 -1.8607 -0.1314 0.2121
H -2.6193 -3.2287 -1.0492 0.2061
H -0.3135 -1.5800 0.3803 0.1998
H 0.0317 -2.9516 -0.6738 0.2089
H -0.8407 -3.3745 0.6927 0.2160
```

Computed properties:
E_LUMO in eV: -0.2531
HOMO-LUMO gap in eV: 7.81
HOMO energy in eV: -8.06


Record 6
Entry from the OMol25 dataset: one molecule with the formula C18H29NO3 (the ωB97M-V functional and the def2-TZVPD basis).

The geometry in XYZ format:
```
51
Properties=species:S:1:pos:R:3:nbo_charge:R:1
C -6.2998 -3.6285 0.6859 -0.5996
C -6.5576 -2.5723 -0.3818 -0.3862
C -5.8495 -1.2574 -0.0630 -0.3942
C -6.1056 -0.1988 -1.1333 -0.3847
C -5.5123 1.1676 -0.7888 -0.3847
C -3.9856 1.1856 -0.7953 -0.4001
C -3.4404 2.5873 -0.5324 -0.3880
H -3.7833 2.9264 0.4463 0.2233
H -3.8204 3.2777 -1.2888 0.1986
C -1.9130 2.6125 -0.5429 -0.4917
C -1.3384 1.8933 0.6676 0.6842
O -1.9026 1.8182 1.7379 -0.6375
N -0.1010 1.3799 0.4638 -0.6191
H 0.3111 1.3915 -0.4559 0.3991
C 0.5963 0.6099 1.4650 -0.2634
H 1.5602 1.0817 1.6839 0.2001
H -0.0261 0.6151 2.3623 0.2456
C 0.8145 -0.8300 0.9824 -0.0731
O 1.6222 -0.8837 -0.1731 -0.5247
C 2.9776 -0.7155 -0.0612 0.3440
C 3.6764 -0.6757 -1.2642 -0.2506
C 5.0497 -0.5269 -1.2916 -0.2873
C 5.7605 -0.4120 -0.1016 0.2712
C 5.0617 -0.4530 1.1022 -0.2219
C 3.6890 -0.6015 1.1289 -0.3106
H 3.1931 -0.6308 2.0862 0.2183
H 5.6185 -0.3650 2.0214 0.2237
O 7.1134 -0.2580 -0.0045 -0.4938
C 7.8675 -0.2150 -1.1903 -0.2512
H 8.9029 -0.0918 -0.8765 0.2005
H 7.5789 0.6322 -1.8214 0.1738
H 7.7721 -1.1436 -1.7627 0.1742
H 5.5502 -0.5029 -2.2464 0.2203
H 3.1207 -0.7703 -2.1839 0.2191
H -0.1433 -1.2557 0.6706 0.2015
H 1.2264 -1.4478 1.7880 0.1773
H -1.5305 2.1648 -1.4623 0.2035
H -1.5627 3.6473 -0.4968 0.2326
H -3.6057 0.5158 -0.0234 0.2060
H -3.6249 0.8282 -1.7641 0.1870
H -5.8693 1.4776 0.1955 0.1971
H -5.8739 1.8992 -1.5166 0.1958
H -5.6961 -0.5412 -2.0871 0.1910
H -7.1855 -0.0871 -1.2618 0.1977
H -4.7780 -1.4444 0.0239 0.1935
H -6.2003 -0.8845 0.9020 0.1939
H -6.2119 -2.9427 -1.3499 0.1918
H -7.6325 -2.3935 -0.4623 0.1919
H -6.8146 -4.5552 0.4423 0.2062
H -5.2352 -3.8379 0.7662 0.1993
H -6.6533 -3.2838 1.6553 0.2004
```

Computed properties:
E_LUMO in eV: 0.7491
HOMO-LUMO gap in eV: 8.82
SMILES string: CCCCCCCCC(=O)NCCOc1ccc(OC)cc1
HOMO energy in eV: -8.07


Energy above the lowest of the compared OMol25 structures with the same formula, charge and spin (computed, eV): 1.709 0.633 0.847 0.162 22.051 1.543